[1]
Computed, not measured: 2 unconnected molecules or ions with the total composition CH2ClIO at a distorted geometry, with ωB97M-V/def2-TZVPD.

Structure (ORCA input):
```
! wB97M-V def2-TZVPD RIJCOSX def2/J DEFGRID3
* xyz 0 1
C 0.85 -0.86 -0.23
O -0.78 -0.29 1.02
Cl 0.89 -2.47 -0.04
I 2.62 0.32 0.13
H 0.20 -0.27 -0.87
H -1.29 -1.09 1.20
*
```

Properties
Energy relative to the best compared isomer or geometry (same formula, charge and spin): 304.1 kJ/mol
E_HOMO (alpha / beta): -9.8 / -9.8 eV
Kohn-Sham gap (alpha / beta): 0.323 / 0.323 hartree

---

[2]
Computed, not measured: 2 unconnected molecules or ions with the total composition C4H11N2O2S at a distorted geometry, with ωB97M-V/def2-TZVPD.

Structure (ORCA input):
```
! wB97M-V def2-TZVPD RIJCOSX def2/J DEFGRID3
* xyz -1 1
C 0.04 0.47 -1.13
N -1.19 -0.01 -0.53
C -2.33 0.01 -1.31
O -2.28 0.38 -2.47
C 1.23 -0.42 -0.66
C 2.09 0.49 0.29
S 1.71 1.37 1.89
N 0.91 -1.68 0.06
H 0.00 0.53 -2.21
H 0.16 1.51 -0.76
H -1.19 -0.16 0.46
H -3.27 -0.30 -0.88
H 1.91 -0.62 -1.48
H 2.37 1.33 -0.30
H 2.83 -0.18 0.77
H 0.96 -1.55 1.06
H 0.12 -2.12 -0.36
H -1.41 -0.43 2.47
H -0.90 0.93 2.48
O -1.76 0.46 2.61
*
```

Properties
Energy relative to the best compared isomer or geometry (same formula, charge and spin): 129.1 kJ/mol
E_HOMO: -3.1 eV
Kohn-Sham gap: 0.242 hartree

---

[3]
Computed, not measured: 2 unconnected molecules or ions with the total composition C3H3NO2 at a distorted geometry, with ωB97M-V/def2-TZVPD.

Structure (ORCA input):
```
! wB97M-V def2-TZVPD RIJCOSX def2/J DEFGRID3
* xyz 0 1
O -2.11 -0.66 -0.42
C -1.33 -0.11 0.25
C -0.22 0.58 0.56
O 0.01 1.69 -0.22
H 0.27 0.58 1.52
H 0.03 1.44 -1.15
C 1.05 -1.09 -0.13
N 1.88 -0.72 -0.86
H 0.41 -1.72 0.45
*
```

Properties
Energy relative to the best compared isomer or geometry (same formula, charge and spin): 399.9 kJ/mol
E_HOMO: -8.8 eV
Kohn-Sham gap: 0.311 hartree
SMILES: O=C=CO.C#N

---

[4]
Computed, not measured: 2 unconnected molecules or ions with the total composition C4H12OS2 at a distorted geometry, with ωB97M-V/def2-TZVPD.

Structure (ORCA input):
```
! wB97M-V def2-TZVPD RIJCOSX def2/J DEFGRID3
* xyz 0 1
C -1.72 -2.05 -1.01
C -0.88 -0.73 -1.11
C 0.31 -0.64 -0.17
S -0.19 -0.69 1.62
S -1.17 1.16 1.89
C -0.23 1.68 3.29
H -1.26 -3.06 -1.37
H -2.86 -1.83 -1.39
H -2.02 -2.39 -0.06
H -1.73 -0.04 -0.84
H -0.51 -0.57 -2.22
H 1.09 0.07 -0.27
H 0.86 -1.68 -0.28
H -0.30 0.99 4.21
H -0.63 2.57 3.76
H 0.89 1.70 2.98
O 3.14 1.68 -3.18
H 3.21 2.11 -2.27
H 4.02 1.70 -3.57
*
```

Properties
Energy relative to the best compared isomer or geometry (same formula, charge and spin): 163.2 kJ/mol
E_HOMO: -8.3 eV
Kohn-Sham gap: 0.329 hartree
SMILES: CCCSSC.O

---

[5]
Computed, not measured: 2 unconnected molecules or ions with the total composition ClH2NO3P at a distorted geometry, with ωB97M-V/def2-TZVPD.

Structure (ORCA input):
```
! wB97M-V def2-TZVPD RIJCOSX def2/J DEFGRID3
* xyz -1 1
N 1.08 -0.64 0.02
O 0.97 1.57 -1.34
O 1.11 1.53 1.29
O -3.72 -0.67 -0.11
P 0.80 0.99 -0.01
Cl -2.11 -0.33 0.05
H 0.98 -1.24 -0.77
H 0.89 -1.21 0.86
*
```

Properties
Energy relative to the best compared isomer or geometry (same formula, charge and spin): 208.4 kJ/mol
E_HOMO: -3.2 eV
Kohn-Sham gap: 0.225 hartree

---

[6]
Computed, not measured: a molecular structure, C2H5BrSe at a distorted geometry, with ωB97M-V/def2-TZVPD.

Structure (ORCA input):
```
! wB97M-V def2-TZVPD RIJCOSX def2/J DEFGRID3
* xyz 0 1
C 1.00 0.32 -0.08
C -1.39 0.53 0.43
Se 1.24 -1.49 0.11
Br -1.91 -1.33 0.11
H 1.11 0.88 -1.06
H 1.44 0.99 0.72
H -1.61 1.33 -0.35
H -1.04 0.81 1.39
H 1.17 -2.02 -1.28
*
```

Properties
Energy relative to the best compared isomer or geometry (same formula, charge and spin): 329.2 kJ/mol
E_HOMO (alpha / beta): -7.8 / -7.8 eV
Kohn-Sham gap (alpha / beta): 0.299 / 0.299 hartree

---

[7]
Computed, not measured: a molecular structure, C2H5NO at a distorted geometry, with ωB97M-V/def2-TZVPD.

Structure (ORCA input):
```
! wB97M-V def2-TZVPD RIJCOSX def2/J DEFGRID3
* xyz 0 1
C 0.60 -0.53 1.11
N 0.21 0.52 -0.14
C -0.87 0.27 -0.94
O -1.89 -0.25 -0.57
H -0.06 -1.39 0.95
H 1.63 -0.85 0.86
H 0.10 0.58 1.20
H 0.97 1.09 -0.47
H -0.68 0.55 -1.99
*
```

Properties
Energy relative to the best compared isomer or geometry (same formula, charge and spin): 390.9 kJ/mol
E_HOMO: -9.2 eV
Kohn-Sham gap: 0.365 hartree

---

[8]
Computed, not measured: a molecular structure, C44H39BrN3O2P2STi at a distorted geometry, with ωB97M-V/def2-TZVPD.

Structure (ORCA input):
```
! wB97M-V def2-TZVPD RIJCOSX def2/J DEFGRID3
* xyz 3 1
Ti 0.33 -0.28 -0.49
O -1.88 -0.51 -1.00
C -2.25 -1.34 -2.11
C -3.45 -1.10 -2.73
C -3.83 -1.90 -3.81
C -2.99 -2.91 -4.25
C -1.77 -3.12 -3.62
C -1.39 -2.34 -2.53
C -0.05 -2.57 -1.88
O 0.65 -1.31 -1.82
N -0.10 -3.04 -0.50
N -0.15 -2.03 0.45
C -0.43 -2.28 1.69
C -0.39 -1.29 2.71
Br -0.15 0.49 2.01
C -0.47 -1.60 4.02
C -0.29 -0.91 5.27
C 0.06 0.45 5.42
C 0.29 0.96 6.68
C 0.17 0.14 7.81
C -0.18 -1.20 7.67
C -0.41 -1.72 6.42
H -2.62 0.08 -0.83
H -4.11 -0.31 -2.39
H -4.78 -1.73 -4.30
H -3.28 -3.54 -5.08
H -1.10 -3.90 -3.97
H 0.52 -3.30 -2.44
H -0.55 -3.92 -0.31
H -0.66 -3.30 1.99
H -0.68 -2.66 4.15
H 0.14 1.11 4.57
H 0.56 2.00 6.80
H 0.35 0.55 8.79
H -0.28 -1.83 8.55
H -0.69 -2.76 6.31
S -0.92 3.16 -3.02
C -0.59 3.79 -1.46
C -0.09 2.83 -0.67
N 0.04 1.59 -1.29
C -0.36 1.65 -2.56
H -0.79 4.83 -1.22
H 0.23 2.97 0.36
H -0.32 0.81 -3.24
C 3.55 1.41 0.65
P 2.77 -0.09 0.01
C 2.97 -1.45 1.18
C 2.98 -1.15 2.55
C 3.06 -2.17 3.48
C 3.10 -3.49 3.07
C 3.05 -3.80 1.71
C 2.97 -2.79 0.77
C 3.54 -0.37 -1.60
C 3.26 0.62 -2.55
C 3.73 0.50 -3.85
C 4.48 -0.61 -4.21
C 4.78 -1.58 -3.27
C 4.31 -1.47 -1.97
P 5.18 1.21 1.60
C 5.69 2.95 1.47
C 4.79 4.01 1.47
C 5.25 5.33 1.48
C 6.61 5.59 1.50
C 7.51 4.54 1.52
C 7.06 3.22 1.51
C 6.23 0.41 0.33
C 6.86 -0.78 0.67
C 7.74 -1.39 -0.22
C 7.98 -0.81 -1.46
C 7.35 0.38 -1.81
C 6.48 0.99 -0.92
H 2.85 1.90 1.34
H 3.69 2.06 -0.21
H 2.97 -0.12 2.89
H 3.11 -1.93 4.54
H 3.19 -4.29 3.80
H 3.09 -4.84 1.38
H 2.92 -3.04 -0.28
H 2.69 1.50 -2.27
H 3.53 1.29 -4.57
H 4.86 -0.70 -5.23
H 5.39 -2.43 -3.54
H 4.61 -2.21 -1.23
H 3.72 3.83 1.47
H 4.54 6.15 1.47
H 6.96 6.61 1.52
H 8.58 4.74 1.54
H 7.78 2.41 1.53
H 6.69 -1.22 1.65
H 8.25 -2.31 0.06
H 8.68 -1.28 -2.15
H 7.55 0.84 -2.77
H 6.02 1.94 -1.18
*
```

Properties
Energy relative to the best compared isomer or geometry (same formula, charge and spin): 0.0 kJ/mol
E_HOMO: -14.4 eV
Kohn-Sham gap: 0.164 hartree